Here is C42H52BrCaN5O7P2 as an isolated structure in a non-equilibrium geometry from the Open Molecules 2025 dataset. Energies are from wB97M-V/def2-TZVPD.

Last column: natural (NBO) charge in e.
Atoms and positions in Å:
Ca -0.14497 -0.05656 0.51673  1.70
C -0.87953 -2.58933 3.91690  -0.59
C 0.52180 -2.11234 4.30146  -0.48
C 1.32847 -3.30900 4.78641  -0.61
P 1.20162 -1.13258 2.82544  0.76
C 2.55065 -0.03348 3.59647  -0.48
C 3.74279 0.08240 2.65023  -0.62
C 3.02962 -0.31511 5.02151  -0.61
C 2.13181 -2.37838 1.88495  -0.48
C 3.22953 -3.02927 2.44178  -0.17
C 3.93520 -3.99659 1.75629  -0.29
C 3.53004 -4.32768 0.46782  -0.17
C 2.47543 -3.67669 -0.12104  -0.32
C 1.74293 -2.65994 0.54426  0.31
N 0.82288 -1.91642 -0.09667  -0.88
C 0.28461 -2.29203 -1.30158  0.27
C -0.32371 -3.54001 -1.51101  -0.28
C -1.01448 -3.81002 -2.67425  -0.21
C -1.11399 -2.84794 -3.66833  -0.27
C -0.48005 -1.62728 -3.50490  -0.15
C 0.24601 -1.34275 -2.35470  -0.46
P 1.03085 0.25794 -1.97611  0.81
C 2.83877 -0.26507 -1.84235  -0.50
C 3.74586 0.95686 -1.73527  -0.61
C 3.36448 -1.26683 -2.86976  -0.62
C 0.86322 1.22680 -3.58070  -0.50
C 1.69891 0.76053 -4.76523  -0.62
C 1.09708 2.70311 -3.27059  -0.61
H -1.21986 -3.36482 4.60233  0.20
H -1.59045 -1.76977 3.95805  0.19
H -0.88250 -2.99647 2.90562  0.22
H 0.42769 -1.38749 5.12006  0.21
H 1.44447 -4.03529 3.98731  0.22
H 2.30860 -3.02700 5.15029  0.20
H 0.80448 -3.78874 5.61115  0.20
H 2.05803 0.95407 3.61748  0.20
H 4.29337 -0.85248 2.59744  0.22
H 3.40217 0.33064 1.64786  0.23
H 4.42034 0.86275 2.99716  0.20
H 3.54504 -1.27025 5.09279  0.20
H 3.73941 0.46292 5.30850  0.21
H 2.20866 -0.30036 5.73622  0.20
H 3.53503 -2.78406 3.44656  0.20
H 4.78351 -4.48228 2.21553  0.21
H 4.05572 -5.09809 -0.07884  0.21
H 2.20074 -3.90845 -1.14065  0.22
H -0.27702 -4.28172 -0.72360  0.21
H -1.50139 -4.76816 -2.79826  0.21
H -1.69098 -3.04949 -4.55919  0.21
H -0.56054 -0.89184 -4.29254  0.20
H 2.84844 -0.75990 -0.86429  0.24
H 3.83619 1.47385 -2.68791  0.19
H 3.35752 1.65311 -0.99409  0.22
H 4.74728 0.65461 -1.43084  0.21
H 3.69905 -0.78129 -3.78258  0.20
H 4.21682 -1.79877 -2.44834  0.21
H 2.60034 -1.99957 -3.12061  0.22
H -0.20067 1.12989 -3.82419  0.24
H 2.74818 1.00180 -4.61971  0.20
H 1.60085 -0.31016 -4.92018  0.22
H 1.36739 1.26379 -5.67344  0.20
H 2.13193 2.90567 -3.00602  0.20
H 0.83545 3.31933 -4.13017  0.20
H 0.45274 2.98520 -2.44055  0.22
O -3.91581 0.18606 3.25947  -0.68
C -2.70965 0.09914 2.66933  0.76
O -2.43672 -0.80793 1.91722  -0.57
C -1.79199 1.19947 3.00884  0.05
C -2.03669 2.13597 4.01306  -0.12
C -1.12419 3.16534 4.18576  -0.18
C -0.04300 3.25777 3.31941  -0.16
C 0.11485 2.27504 2.34402  0.10
N -0.71034 1.24487 2.23530  -0.45
C 1.20953 2.26264 1.34178  0.79
O 1.78020 3.40682 1.03415  -0.67
O 1.55483 1.21958 0.81883  -0.65
H -4.47544 -0.54628 2.95384  0.51
H -2.91969 2.05414 4.62551  0.24
H -1.26732 3.90718 4.95735  0.23
H 0.66313 4.07006 3.38482  0.24
H 1.12109 4.16349 1.11562  0.53
Br -6.39579 -2.80070 -4.63548  0.04
C -5.01633 -1.81397 -3.76391  -0.09
C -4.63489 -0.58702 -4.27997  -0.25
C -3.66543 0.14190 -3.61536  -0.21
C -3.09372 -0.34608 -2.44831  -0.10
C -3.47374 -1.59011 -1.96012  -0.20
C -4.43255 -2.33327 -2.61981  -0.19
C -2.10321 0.48380 -1.66384  0.79
O -1.69629 1.54850 -2.13907  -0.73
O -1.83937 0.06735 -0.50578  -0.90
H -5.08983 -0.21301 -5.18474  0.23
H -3.33464 1.09633 -3.99802  0.23
H -2.99074 -1.95676 -1.06580  0.25
H -4.72032 -3.30444 -2.24881  0.22
C -3.94585 4.24673 -2.13573  -0.42
N -2.98192 4.21870 -1.06903  -0.40
C -1.90770 5.16592 -0.93786  -0.32
C -1.13030 4.55113 0.23768  0.69
O -0.16095 5.07204 0.77845  -0.68
N -1.70762 3.39036 0.57758  -0.66
C -2.76311 3.21194 -0.20761  0.70
N -3.61467 2.19130 -0.01340  -0.78
H -3.93757 5.23600 -2.58761  0.22
H -4.94779 4.05902 -1.74882  0.21
H -3.70200 3.50548 -2.90106  0.22
H -2.26415 6.16900 -0.69864  0.23
H -1.28273 5.20482 -1.83477  0.23
H -3.15690 1.36988 0.37643  0.43
H -4.22451 1.96823 -0.78707  0.40

Results
- relative energy (zero: lowest compared OMol25 entry of this formula, charge and spin) (kcal per mole) = 2.56
- F_max (hartree/bohr) = 0.0515

Here is one molecule with the formula C21H32N2O3S from the Open Molecules 2025 dataset. Energies are from wB97M-V/def2-TZVPD.

Last column: natural (NBO) charge in e.
Atoms and positions in Å:
C 2.68383 3.25791 -0.46203  -0.25
H 2.99242 3.13956 -1.50426  0.18
O 2.77558 2.04302 0.24136  -0.52
C 3.94226 1.34218 0.20460  0.38
C 5.13222 1.81374 -0.33450  -0.31
C 6.26622 1.01777 -0.31568  -0.19
C 6.22614 -0.24855 0.23435  -0.24
C 5.03913 -0.72230 0.77131  -0.17
C 3.89728 0.05648 0.76807  -0.11
C 2.59627 -0.44385 1.34044  -0.24
N 1.55894 -0.49458 0.33114  -0.63
C 1.01429 -1.63790 -0.09569  0.68
O 1.28796 -2.73788 0.35026  -0.66
C -0.02653 -1.40169 -1.21403  -0.14
N -1.07808 -0.50734 -0.76982  -0.66
C -1.00806 0.83016 -0.84347  0.71
O 0.00604 1.41820 -1.19021  -0.67
C -2.28065 1.55661 -0.44137  -0.30
C -3.46480 1.16571 -1.33030  -0.39
C -4.70784 1.95254 -0.92461  -0.39
C -5.06062 1.70069 0.54192  -0.21
C -6.30799 2.48234 0.94344  -0.60
H -6.14163 3.55115 0.82502  0.20
H -7.15454 2.19689 0.32316  0.21
H -6.56347 2.28885 1.98287  0.21
C -3.87141 2.08074 1.42524  -0.39
C -2.62391 1.29650 1.02865  -0.39
H -2.81047 0.23165 1.18337  0.19
H -1.78191 1.58752 1.66096  0.22
H -4.11108 1.88194 2.47216  0.21
H -3.67693 3.15115 1.32554  0.20
H -5.26158 0.63079 0.67102  0.19
H -5.54705 1.66281 -1.56034  0.21
H -4.52938 3.02008 -1.07349  0.20
H -3.67288 0.09777 -1.23142  0.20
H -3.22145 1.36635 -2.37600  0.21
H -2.08080 2.62554 -0.57133  0.22
H -1.93144 -0.96146 -0.46195  0.42
H 0.51029 -0.88778 -2.02488  0.24
C -0.63391 -2.69474 -1.76797  -0.41
C -1.26911 -3.63090 -0.74473  -0.53
H -0.53712 -3.92684 0.00238  0.26
H -1.64533 -4.51635 -1.25747  0.22
S -2.70072 -2.93720 0.16621  0.15
C -1.95487 -2.71661 1.80942  -0.73
H -1.05579 -2.11358 1.72728  0.22
H -2.69198 -2.21755 2.43062  0.23
H -1.72082 -3.69255 2.22448  0.22
H 0.16562 -3.25714 -2.25525  0.23
H -1.37311 -2.42526 -2.52675  0.21
H 1.33471 0.38097 -0.13373  0.45
H 2.71627 -1.45505 1.73518  0.24
H 2.26845 0.22798 2.14261  0.21
H 4.99660 -1.71376 1.19730  0.21
H 7.11027 -0.86722 0.24456  0.21
H 7.18480 1.39804 -0.73762  0.21
H 5.18616 2.80055 -0.76680  0.22
H 3.28047 4.04433 0.01229  0.17
H 1.62919 3.52512 -0.43553  0.22

Results
- relative energy (zero: lowest compared OMol25 entry of this formula, charge and spin) (kcal per mole) = 0.13
- F_max (hartree/bohr) = 0.0110